No. 1
{
  "formula": "C20H28NO3Zn",
  "method": "ωB97M-V/def2-TZVPD",
  "total_charge": -1,
  "e_above_lowest_kcal_mol": 0.0,
  "homo_lumo_gap_ev": 6.50,
  "spin_multiplicity": 1,
  "homo_energy_ev": -4.19,
  "energy_ha": -2838.66895,
  "species": ["O", "C", "C", "H", "H", "C", "H", "H", "C", "H", "H", "H", "C", "H", "H", "H", "Zn", "C", "C", "C", "H", "C", "C", "H", "H", "H", "H", "C", "C", "C", "H", "C", "C", "H", "H", "H", "H", "O", "C", "C", "H", "H", "C", "H", "H", "C", "H", "H", "H", "H", "O", "C", "N"],
  "positions_angstrom": [[-4.430, 4.913, -1.442], [-5.216, 4.866, -2.652], [-5.874, 6.201, -2.351], [-5.870, 3.988, -2.626], [-4.584, 4.846, -3.548], [-5.098, 6.126, -1.021], [-6.957, 6.168, -2.266], [-5.532, 7.006, -3.000], [-5.985, 5.888, 0.186], [-6.691, 5.069, 0.000], [-6.555, 6.803, 0.413], [-5.387, 5.639, 1.068], [-4.058, 7.186, -0.761], [-3.374, 7.259, -1.615], [-3.481, 6.920, 0.131], [-4.537, 8.157, -0.589], [0.314, 0.134, -0.080], [2.834, 1.198, -0.419], [2.065, 0.446, -1.365], [0.986, 1.303, -1.842], [2.353, -0.511, -1.810], [1.135, 2.567, -1.172], [2.252, 2.480, -0.295], [2.645, 3.298, 0.307], [3.746, 0.855, 0.068], [0.322, 1.072, -2.679], [0.547, 3.464, -1.363], [-0.073, -0.900, 2.540], [0.439, 0.391, 2.217], [-0.639, 1.136, 1.585], [1.405, 0.813, 2.500], [-1.800, 0.283, 1.556], [-1.434, -0.961, 2.128], [-2.103, -1.809, 2.280], [0.478, -1.696, 3.037], [-0.632, 2.218, 1.407], [-2.793, 0.591, 1.231], [-4.007, 2.614, -0.543], [-2.700, 3.206, -0.780], [-2.373, 3.170, -2.269], [-1.939, 2.603, -0.252], [-2.678, 4.212, -0.357], [-3.281, 2.042, -2.797], [-1.310, 2.997, -2.450], [-2.621, 4.127, -2.734], [-4.137, 1.624, -1.582], [-2.667, 1.206, -3.159], [-3.939, 2.408, -3.594], [-3.733, 0.655, -1.203], [-5.202, 1.479, -1.829], [1.113, -3.966, 0.498], [0.874, -2.875, 0.076], [0.632, -1.786, -0.371]]
}


No. 2
{
  "formula": "C32H48FeN17O4S3",
  "method": "ωB97M-V/def2-TZVPD",
  "s2": 8.763,
  "total_charge": 0,
  "e_above_lowest_kcal_mol": 0.0,
  "homo_lumo_gap_ev": [7.33, 6.74],
  "spin_multiplicity": 6,
  "homo_energy_ev": [-7.96, -7.89],
  "energy_ha": -4938.10717,
  "species": ["Fe", "N", "C", "N", "N", "N", "N", "C", "N", "N", "N", "N", "H", "C", "C", "C", "C", "N", "N", "H", "H", "H", "H", "H", "H", "H", "H", "H", "H", "H", "H", "C", "C", "N", "C", "S", "N", "C", "C", "H", "H", "H", "H", "H", "H", "H", "H", "H", "H", "H", "H", "S", "C", "N", "C", "C", "C", "C", "H", "H", "H", "H", "H", "C", "C", "S", "O", "O", "C", "C", "N", "C", "N", "C", "C", "N", "O", "O", "C", "H", "H", "H", "H", "H", "H", "H", "H", "H", "H", "H", "H", "H", "C", "C", "C", "C", "C", "C", "C", "C", "H", "H", "H", "H", "H"],
  "positions_angstrom": [[0.790, -0.270, 0.692], [3.120, 1.757, 2.571], [2.220, 0.987, 3.252], [2.092, 0.970, 4.573], [1.100, 0.105, 4.799], [0.644, -0.358, 3.689], [1.346, 0.182, 2.663], [3.319, 1.642, 1.218], [4.292, 2.284, 0.592], [4.124, 1.963, -0.697], [3.120, 1.180, -0.847], [2.563, 0.926, 0.373], [3.792, 2.286, 3.098], [-1.698, 1.519, -3.430], [-0.787, 2.467, -2.645], [-1.460, 3.824, -2.470], [0.550, 2.636, -3.357], [-0.547, 1.983, -1.265], [0.211, 0.780, -1.202], [-1.894, 1.911, -4.429], [-2.658, 1.393, -2.922], [-1.245, 0.533, -3.556], [-1.804, 4.215, -3.428], [-0.776, 4.543, -2.020], [-2.323, 3.737, -1.806], [0.396, 3.164, -4.299], [1.019, 1.679, -3.590], [1.243, 3.217, -2.745], [-1.444, 1.761, -0.842], [1.146, 0.967, -1.567], [-0.190, 0.041, -1.776], [6.691, -1.683, -1.497], [5.400, -1.979, -0.749], [4.212, -1.592, -1.491], [3.206, -2.361, -1.907], [1.706, -1.653, -2.236], [3.350, -3.704, -2.008], [4.514, -4.409, -2.533], [4.812, -5.662, -1.728], [7.551, -2.008, -0.910], [6.788, -0.612, -1.674], [6.725, -2.182, -2.466], [5.388, -1.414, 0.187], [5.311, -3.029, -0.470], [3.968, -0.604, -1.491], [2.460, -4.139, -2.198], [5.365, -3.735, -2.527], [4.331, -4.666, -3.581], [5.063, -5.410, -0.697], [5.644, -6.215, -2.165], [3.944, -6.324, -1.708], [2.172, -2.490, 1.088], [1.599, -3.496, 2.319], [0.737, -3.080, 3.278], [0.273, -3.862, 4.276], [0.635, -5.169, 4.364], [1.515, -5.669, 3.382], [1.982, -4.862, 2.388], [0.481, -2.074, 3.303], [-0.384, -3.365, 4.976], [0.261, -5.787, 5.166], [1.821, -6.707, 3.414], [2.650, -5.231, 1.623], [-4.227, 7.542, -1.605], [-4.501, 6.147, -1.064], [-3.736, 5.960, 0.536], [-2.321, 6.209, 0.397], [-4.503, 6.705, 1.498], [-3.922, 4.218, 0.902], [-3.039, 3.853, 2.093], [-2.504, 2.498, 1.993], [-1.221, 2.207, 1.669], [-1.025, 0.896, 1.618], [-2.216, 0.301, 1.903], [-3.137, 1.274, 2.134], [-4.503, 1.102, 2.500], [-5.200, 2.101, 2.595], [-4.888, -0.032, 2.673], [-0.142, 3.223, 1.547], [-4.678, 7.641, -2.591], [-3.156, 7.718, -1.691], [-4.654, 8.302, -0.953], [-4.090, 5.374, -1.713], [-5.566, 5.968, -0.914], [-3.615, 3.675, 0.007], [-4.971, 4.021, 1.108], [-3.590, 3.957, 3.022], [-2.174, 4.512, 2.131], [-2.347, -0.766, 1.929], [0.112, 3.607, 2.539], [-0.427, 4.056, 0.905], [0.738, 2.753, 1.115], [-0.614, -1.637, 0.199], [-1.468, -2.441, -0.123], [-2.438, -3.415, -0.522], [-2.519, -4.642, 0.142], [-3.453, -5.588, -0.245], [-4.318, -5.327, -1.299], [-4.245, -4.112, -1.965], [-3.314, -3.161, -1.580], [-1.839, -4.840, 0.961], [-3.506, -6.534, 0.279], [-5.048, -6.067, -1.599], [-4.916, -3.903, -2.788], [-3.251, -2.212, -2.098]]
}


No. 3
{
  "formula": "C20H21N3O",
  "method": "ωB97M-V/def2-TZVPD",
  "total_charge": 0,
  "e_above_lowest_kcal_mol": 0.0,
  "homo_lumo_gap_ev": 9.13,
  "spin_multiplicity": 1,
  "smiles": "Cc1cccc(N2C[C@H](c3nc4ccccc4n3C)CC2=O)c1C",
  "homo_energy_ev": -8.48,
  "energy_ha": -1014.28837,
  "species": ["C", "C", "C", "C", "C", "C", "N", "C", "C", "C", "N", "C", "C", "C", "C", "C", "C", "N", "C", "C", "C", "O", "C", "C", "H", "H", "H", "H", "H", "H", "H", "H", "H", "H", "H", "H", "H", "H", "H", "H", "H", "H", "H", "H", "H"],
  "positions_angstrom": [[5.832, 0.088, 1.204], [4.578, -0.489, 0.622], [4.513, -1.841, 0.315], [3.370, -2.395, -0.231], [2.266, -1.597, -0.460], [2.317, -0.245, -0.150], [1.158, 0.549, -0.376], [0.210, 0.777, 0.689], [-0.928, 1.605, 0.051], [-2.250, 0.916, 0.091], [-3.277, 1.457, 0.681], [-4.312, 0.572, 0.534], [-5.631, 0.638, 0.966], [-6.455, -0.427, 0.669], [-5.991, -1.538, -0.039], [-4.685, -1.624, -0.478], [-3.853, -0.555, -0.185], [-2.529, -0.307, -0.463], [-1.674, -1.221, -1.168], [-0.440, 1.914, -1.375], [0.849, 1.124, -1.560], [1.489, 1.028, -2.582], [3.471, 0.330, 0.379], [3.535, 1.796, 0.680], [5.622, 0.600, 2.142], [6.564, -0.694, 1.390], [6.272, 0.814, 0.521], [5.373, -2.467, 0.501], [3.339, -3.446, -0.475], [1.367, -2.012, -0.889], [0.684, 1.319, 1.514], [-0.151, -0.179, 1.085], [-1.079, 2.529, 0.612], [-5.985, 1.497, 1.513], [-7.486, -0.408, 0.990], [-6.673, -2.350, -0.247], [-4.333, -2.488, -1.022], [-2.210, -1.622, -2.031], [-1.389, -2.056, -0.520], [-0.777, -0.720, -1.520], [-0.217, 2.973, -1.507], [-1.164, 1.640, -2.142], [3.568, 1.966, 1.756], [4.434, 2.230, 0.247], [2.676, 2.319, 0.269]]
}


No. 4
{
  "formula": "C7H11N4O",
  "method": "ωB97M-V/def2-TZVPD",
  "total_charge": 1,
  "e_above_lowest_kcal_mol": 24.1,
  "homo_lumo_gap_ev": 9.14,
  "spin_multiplicity": 1,
  "homo_energy_ev": -12.51,
  "energy_ha": -567.34179,
  "species": ["C", "C", "C", "C", "C", "C", "C", "N", "N", "N", "N", "O", "H", "H", "H", "H", "H", "H", "H", "H", "H", "H", "H"],
  "positions_angstrom": [[-1.243, -0.384, -0.084], [-1.076, 0.459, -2.122], [-2.468, -0.065, -0.576], [2.273, 0.423, 0.969], [1.965, -1.061, 0.876], [1.021, -0.297, -1.123], [-3.809, -0.267, 0.011], [-2.320, 0.465, -1.847], [-0.312, -0.074, -1.074], [1.852, 1.059, -0.060], [2.881, 0.911, 2.036], [1.621, -1.304, -0.471], [-0.962, -0.790, 0.865], [-0.634, 0.786, -3.042], [2.839, -1.682, 1.097], [1.158, -1.321, 1.577], [1.455, -0.121, -2.110], [-4.434, 0.604, -0.166], [-4.286, -1.113, -0.484], [-3.748, -0.473, 1.076], [1.919, 2.048, -0.232], [3.206, 0.306, 2.774], [3.103, 1.893, 2.110]]
}


No. 5
{
  "formula": "C5H5NiO",
  "method": "ωB97M-V/def2-TZVPD",
  "s2": 2.013,
  "total_charge": 1,
  "homo_lumo_gap_ev": [7.41, 7.11],
  "spin_multiplicity": 3,
  "homo_energy_ev": [-13.77, -13.63],
  "energy_ha": -1776.54182,
  "species": ["C", "C", "C", "O", "Ni", "H", "H", "H", "C", "C", "H", "H"],
  "positions_angstrom": [[-1.973, -1.100, -0.515], [-1.971, -1.131, -1.824], [-1.846, 0.232, -1.181], [-0.660, 0.920, -1.160], [0.610, 0.897, 0.000], [-1.855, -1.874, 0.260], [-2.121, -1.695, -2.742], [-2.713, 0.911, -1.203], [2.188, 0.792, 1.298], [3.166, 0.709, 2.114], [3.862, 1.550, 2.253], [3.313, -0.212, 2.700]]
}


No. 6
{
  "formula": "C10H27N2O4",
  "method": "ωB97M-V/def2-TZVPD",
  "total_charge": 1,
  "e_above_lowest_kcal_mol": 115.0,
  "homo_lumo_gap_ev": 8.80,
  "spin_multiplicity": 1,
  "homo_energy_ev": -11.72,
  "energy_ha": -807.17807,
  "species": ["C", "C", "C", "O", "C", "N", "H", "H", "H", "H", "H", "H", "H", "H", "H", "H", "H", "H", "C", "C", "C", "O", "C", "N", "H", "H", "H", "H", "H", "H", "H", "H", "H", "H", "H", "H", "C", "C", "O", "O", "H", "H", "H"],
  "positions_angstrom": [[14.231, -13.844, -6.080], [13.828, -13.611, -4.645], [14.905, -13.634, -3.689], [14.414, -13.545, -2.353], [15.341, -13.364, -1.403], [13.189, -12.304, -4.615], [13.863, -11.585, -4.837], [12.401, -12.352, -5.245], [12.861, -12.099, -3.682], [15.133, -13.331, -6.415], [13.462, -13.763, -6.849], [14.469, -14.901, -6.197], [13.069, -14.329, -4.336], [15.668, -12.914, -3.984], [15.416, -14.584, -3.846], [16.282, -13.898, -1.534], [15.074, -13.597, -0.372], [15.792, -12.372, -1.410], [10.697, -16.970, -5.827], [11.333, -16.508, -7.149], [10.333, -16.010, -8.149], [10.830, -15.346, -9.353], [9.870, -14.722, -10.196], [12.195, -15.286, -6.740], [12.869, -15.408, -5.998], [12.722, -15.145, -7.590], [11.545, -14.564, -6.462], [11.347, -17.728, -5.391], [9.815, -17.555, -6.087], [10.463, -16.243, -5.050], [12.080, -17.166, -7.593], [9.484, -15.518, -7.673], [9.854, -16.934, -8.474], [9.182, -13.993, -9.768], [9.241, -15.576, -10.448], [10.196, -14.363, -11.172], [12.697, -16.506, -4.162], [11.595, -15.413, -4.165], [11.670, -14.382, -4.876], [10.516, -15.528, -3.562], [13.629, -15.953, -4.271], [12.386, -17.248, -4.898], [12.609, -17.058, -3.225]]
}


No. 7
{
  "formula": "C26H45NO14P",
  "method": "ωB97M-V/def2-TZVPD",
  "total_charge": 1,
  "homo_lumo_gap_ev": 9.13,
  "spin_multiplicity": 1,
  "homo_energy_ev": -12.06,
  "energy_ha": -2466.92168,
  "species": ["C", "C", "C", "C", "O", "C", "C", "C", "C", "C", "C", "C", "C", "C", "C", "N", "P", "O", "H", "H", "H", "H", "H", "H", "H", "H", "H", "H", "H", "H", "H", "H", "H", "H", "H", "H", "H", "H", "H", "H", "H", "H", "H", "H", "H", "H", "H", "C", "C", "O", "C", "O", "O", "H", "H", "H", "H", "C", "C", "O", "C", "O", "O", "H", "H", "H", "H", "C", "C", "O", "C", "O", "O", "H", "H", "H", "H", "C", "C", "O", "C", "O", "O", "H", "H", "H", "H"],
  "positions_angstrom": [[3.435, -2.783, 0.806], [3.237, -1.474, 0.830], [2.321, -0.851, -0.180], [0.881, -0.796, 0.361], [0.782, 0.051, 1.486], [1.145, 1.397, 1.259], [0.147, 2.159, 0.379], [-1.276, 2.167, 0.973], [-2.217, 1.249, 0.182], [-2.808, 1.918, -1.080], [-4.328, 1.767, -1.208], [-4.750, 0.473, -1.928], [-5.118, -0.680, -0.981], [-6.574, -0.610, -0.501], [2.570, 1.504, 0.699], [2.683, 0.612, -0.518], [4.263, 0.775, -1.351], [5.307, -0.063, -0.762], [3.273, -3.358, -0.104], [3.708, -3.313, 1.709], [3.741, -0.838, 1.549], [2.321, -1.414, -1.121], [0.163, -0.536, -0.431], [0.634, -1.802, 0.710], [1.141, 1.885, 2.240], [0.094, 1.745, -0.641], [0.535, 3.180, 0.267], [-1.670, 3.187, 0.949], [-1.246, 1.871, 2.028], [-1.658, 0.356, -0.119], [-3.025, 0.881, 0.820], [-2.558, 2.989, -1.070], [-2.342, 1.512, -1.987], [-4.756, 2.618, -1.739], [-4.766, 1.774, -0.200], [-3.954, 0.148, -2.606], [-5.624, 0.698, -2.552], [-4.970, -1.641, -1.487], [-4.463, -0.645, -0.101], [-6.716, 0.142, 0.282], [-6.910, -1.574, -0.107], [-7.240, -0.361, -1.334], [2.729, 2.531, 0.358], [3.363, 1.250, 1.402], [1.957, 0.951, -1.163], [3.879, 0.503, -2.673], [4.423, 2.163, -1.231], [-1.857, -4.296, -0.435], [-1.599, -4.704, -1.874], [-2.021, -3.541, -2.597], [-1.963, -2.477, -1.771], [-2.120, -1.346, -2.111], [-1.718, -2.868, -0.502], [-1.145, -4.702, 0.279], [-2.871, -4.527, -0.107], [-0.540, -4.874, -2.075], [-2.172, -5.567, -2.198], [-3.346, 4.877, -4.285], [-4.246, 5.835, -5.046], [-5.545, 5.446, -4.595], [-5.425, 4.843, -3.392], [-6.325, 4.550, -2.678], [-4.114, 4.611, -3.110], [-2.385, 5.304, -4.009], [-3.190, 3.939, -4.822], [-4.075, 6.876, -4.768], [-4.185, 5.733, -6.126], [2.768, -0.116, 3.825], [1.652, 0.411, 4.708], [0.488, -0.133, 4.072], [0.858, -1.221, 3.356], [0.108, -1.983, 2.836], [2.206, -1.322, 3.309], [3.696, -0.325, 4.347], [2.968, 0.547, 2.976], [1.713, 0.025, 5.726], [1.581, 1.495, 4.737], [7.394, -3.680, 1.749], [8.251, -3.260, 2.933], [7.379, -2.351, 3.626], [6.112, -2.646, 3.287], [5.124, -2.170, 3.753], [6.074, -3.545, 2.288], [7.558, -4.705, 1.429], [7.496, -3.009, 0.895], [8.485, -4.094, 3.596], [9.167, -2.747, 2.656]]
}


No. 8
{
  "formula": "H4NS",
  "method": "ωB97M-V/def2-TZVPD",
  "total_charge": -1,
  "e_above_lowest_kcal_mol": 2.7,
  "homo_lumo_gap_ev": 7.03,
  "spin_multiplicity": 1,
  "homo_energy_ev": -2.49,
  "energy_ha": -455.37035,
  "species": ["N", "H", "H", "H", "S", "H"],
  "positions_angstrom": [[-0.725, -0.825, 1.123], [-0.138, -0.642, 1.930], [-1.345, -0.041, 1.032], [-0.025, -0.747, 0.389], [1.299, 1.567, -1.757], [0.934, 0.688, -2.717]]
}


Number 5 is which compound?
C5H5NiO